The following is a quantum chemistry calculation of a molecular structure, C43H65KN5PSbTe, from the Open Molecules 2025 dataset.

The HOMO-LUMO gap is 5.6 eV. The LUMO energy is 2.06 eV. Its relative energy (zero: lowest compared OMol25 entry of this formula, charge and spin) is 14.4 kcal/mol. For the HOMO energy, the calculation gives -3.509 eV. Its net charge is -1.

Last column: Mulliken charge in e.
Atoms and positions in Å:
K 0.64221 0.64229 0.66828  1.009
C 3.92441 -3.16625 0.93807  -1.066
C 2.80769 -2.35141 0.66391  -0.800
N 2.39093 -1.39963 1.46123  0.910
C 3.08617 -1.14206 2.60458  -0.333
C 4.23274 -1.89472 2.95583  1.219
C 4.62689 -2.93214 2.08063  -1.118
C 4.94215 -1.61293 4.14630  -0.959
C 4.49937 -0.59807 4.94973  -0.869
C 3.36247 0.15248 4.62347  -0.320
C 2.61961 -0.07530 3.46616  -0.471
N 1.56058 0.67797 3.06455  -0.111
C 0.74090 1.24046 3.97321  -0.361
C 0.42006 0.68841 5.22286  0.210
C -0.51536 1.26551 6.08464  -0.991
C -1.16015 2.43880 5.77869  -1.185
C -0.85981 3.07004 4.55155  1.754
C -1.42503 4.31525 4.19368  -0.803
C -1.07821 4.91044 3.01696  -0.508
C -0.18563 4.23195 2.16578  -0.762
N 0.34325 3.06803 2.44627  -0.390
C 0.05435 2.48016 3.63619  0.133
H 4.20040 -3.93997 0.23625  0.568
H 2.25557 -2.50494 -0.25771  0.797
H 5.49910 -3.52491 2.33490  0.376
H 5.82098 -2.19565 4.39402  0.376
H 5.03658 -0.35560 5.86032  0.364
H 3.06044 0.95640 5.28216  0.479
H 0.90692 -0.23197 5.51659  0.535
H -0.72840 0.76566 7.02376  0.341
H -1.86943 2.89686 6.45684  0.371
H -2.12232 4.78752 4.87720  0.374
H -1.47669 5.87477 2.72712  0.435
H 0.09086 4.67311 1.21237  0.667
C -1.11724 0.67884 -5.21023  -1.380
C -0.27492 1.92951 -4.93081  2.060
C 1.14857 1.73991 -5.44017  -1.639
C -0.92571 3.13234 -5.60820  -1.849
N -0.22606 2.26971 -3.49674  -0.278
N 0.27255 1.27050 -2.61576  0.134
H -1.20428 0.51265 -6.28573  0.499
H -2.12636 0.79633 -4.80388  0.233
H -0.67091 -0.21954 -4.78324  0.168
H 1.14206 1.51681 -6.50916  0.429
H 1.65786 0.92336 -4.92376  0.130
H 1.72865 2.64905 -5.27515  0.375
H -0.96606 2.98892 -6.68895  0.459
H -0.35682 4.03770 -5.39373  0.378
H -1.95037 3.27511 -5.25065  0.301
H -1.17368 2.47716 -3.20231  -0.383
H 1.29107 1.25757 -2.66469  0.008
H -0.00117 0.33663 -2.92066  -0.082
C -1.51811 5.90278 -1.28144  -1.278
C -2.27494 4.70806 -1.85668  -0.454
Sb -2.09663 2.99368 -0.54474  0.645
C -3.35696 1.62402 -1.65932  0.199
C -4.41515 2.25496 -2.55429  -1.217
C -3.64961 3.72583 0.76993  -1.046
C -3.92801 2.77782 1.92886  -0.766
H -1.65170 6.79790 -1.89347  0.392
H -0.44761 5.69690 -1.22978  0.323
H -1.85487 6.14713 -0.27085  0.263
H -1.87182 4.45121 -2.83698  0.004
H -3.33599 4.93546 -1.98054  0.489
H -3.81432 0.98426 -0.89937  -0.165
H -2.68957 0.97803 -2.23355  0.261
H -5.07174 2.92202 -1.99164  0.355
H -5.04567 1.49897 -3.02997  0.390
H -3.95943 2.84736 -3.35092  0.192
H -4.55213 3.92035 0.18474  0.617
H -3.29357 4.68926 1.14139  0.406
H -4.33849 1.83355 1.56809  0.194
H -4.64691 3.19829 2.63692  0.421
H -3.01504 2.55017 2.48502  0.040
C 2.90127 -6.78760 -2.71614  -1.546
C 3.07015 -5.29110 -2.72591  0.588
C 2.02462 -4.44541 -3.05731  -0.997
C 2.17583 -3.05946 -3.08595  1.335
C 0.99824 -2.22811 -3.50593  -0.605
C 3.40205 -2.46903 -2.73803  -0.958
Te 3.66606 -0.36174 -2.64226  -0.243
C 4.47829 -3.32749 -2.43013  1.579
C 5.83488 -2.78325 -2.08409  -1.910
C 4.29551 -4.70618 -2.43151  -0.803
H 1.84653 -7.06279 -2.75358  0.357
H 3.33209 -7.22965 -1.81551  0.351
H 3.39551 -7.25109 -3.57411  0.300
H 1.05929 -4.87227 -3.31728  0.274
H 0.24957 -2.84221 -4.01173  0.357
H 1.32845 -1.42572 -4.16752  0.181
H 0.52252 -1.75121 -2.64347  -0.373
H 5.78474 -2.14568 -1.19919  0.370
H 6.20918 -2.14744 -2.88883  0.426
H 6.54398 -3.59475 -1.90605  0.359
H 5.14003 -5.34470 -2.18385  0.272
C -4.80375 -2.25587 2.08244  -1.569
C -3.97213 -1.02497 1.73288  -0.110
P -2.13500 -1.22798 1.61010  0.854
C -2.01205 -2.84091 0.71367  -1.200
C -0.63178 -3.03613 0.09049  -0.398
C -1.75237 -1.68933 3.35490  -0.821
C -0.35839 -2.28139 3.53982  -1.058
H -5.86345 -2.00102 2.14523  0.475
H -4.51340 -2.68226 3.04235  0.317
H -4.69731 -3.03583 1.32811  0.267
H -4.13178 -0.23640 2.47307  0.320
H -4.30768 -0.61230 0.77669  -0.037
H -2.77445 -2.82399 -0.07173  0.469
H -2.26387 -3.67230 1.37919  0.481
H -0.40914 -2.22502 -0.60610  -0.241
H -0.56330 -3.97367 -0.46395  0.533
H 0.15446 -3.03190 0.84408  -0.027
H -2.50908 -2.37861 3.74022  0.487
H -1.83113 -0.76128 3.93074  0.261
H -0.26833 -3.25158 3.04772  0.442
H -0.14665 -2.42935 4.59983  0.439
H 0.40935 -1.62215 3.13467  0.104

The following is a quantum chemistry calculation of a molecular structure, C43H67BN8NaO7PS2, from the Open Molecules 2025 dataset.

The HOMO-LUMO gap is 6.8 eV. The LUMO energy is 3.65 eV. Its relative energy (zero: lowest compared OMol25 entry of this formula, charge and spin) is 10.9 kcal/mol. For the HOMO energy, the calculation gives -3.102 eV. Its net charge is -2.

Last column: Mulliken charge in e.
Atoms and positions in Å:
Na 1.53068 -0.05636 -0.37317  1.197
C 0.67848 -3.54027 -0.74069  -0.326
C -0.80111 -3.86953 -0.63710  1.158
C -1.02708 -5.03012 0.34039  -1.549
C -1.65432 -2.69257 -0.24143  -0.412
C -3.03404 -2.74746 0.05021  -1.361
C -3.38373 -1.45542 0.36309  -0.280
C -4.75416 -0.93481 0.69471  1.490
C -5.68097 -2.05627 1.15799  -2.041
C -5.34985 -0.20960 -0.51366  -1.251
N -2.26089 -0.69311 0.26073  0.340
N -1.20217 -1.45932 -0.10609  1.950
B -2.14073 0.77996 0.72498  0.024
N -1.14854 0.92727 1.90770  0.174
N 0.17602 0.76477 1.70273  1.282
C 0.77963 0.97247 2.85772  -0.653
C -0.17114 1.27665 3.85500  -1.078
C -1.38966 1.26217 3.20365  0.264
C -2.72724 1.67368 3.76300  1.238
C -2.67259 3.13476 4.21807  -1.822
C -3.18049 0.78117 4.92071  -1.605
C 2.27522 0.91838 2.96817  2.417
C 2.83833 2.30471 3.28558  -1.606
C 2.72182 -0.11481 4.00100  -1.714
N -1.76839 1.81279 -0.36874  0.443
N -0.49182 1.88922 -0.82819  0.877
C -0.36103 3.06650 -1.41098  -0.433
C -1.57502 3.77760 -1.36232  -0.855
C -2.44325 2.95334 -0.67813  -0.237
C -3.88294 3.25769 -0.36426  1.044
C -4.69615 3.39482 -1.65502  -1.855
C -4.00167 4.53498 0.46992  -1.398
C 0.96693 3.55303 -1.91045  3.162
C 0.84231 4.32008 -3.22511  -1.976
C 1.62559 4.43056 -0.84108  -1.482
H 1.25561 -4.44130 -0.96006  0.599
H 1.04996 -3.10971 0.18965  -0.349
H 0.88926 -2.81858 -1.52699  -0.726
H -1.15141 -4.20417 -1.62379  0.112
H -0.74565 -4.72474 1.35119  0.019
H -0.40966 -5.88577 0.05599  0.474
H -2.06968 -5.35356 0.36604  0.386
H -3.67929 -3.60966 0.02598  0.317
H -4.66969 -0.21473 1.51277  -0.352
H -5.87086 -2.76592 0.34973  0.300
H -6.64303 -1.64425 1.47311  0.472
H -5.24620 -2.60609 1.99382  0.412
H -5.47670 -0.91225 -1.34099  0.344
H -4.68268 0.58260 -0.85076  0.055
H -6.32347 0.23001 -0.27684  0.339
H -3.22295 1.08122 1.12781  -0.949
H 0.00779 1.52507 4.88996  0.520
H -3.47038 1.59545 2.97023  -0.675
H -1.96220 3.25181 5.03960  0.364
H -3.65419 3.47681 4.55844  0.435
H -2.34184 3.77920 3.40357  0.327
H -2.41050 0.73272 5.69453  0.249
H -3.38500 -0.23314 4.57789  0.266
H -4.09633 1.17114 5.37336  0.478
H 2.66418 0.61443 1.99605  -0.970
H 2.40466 2.70002 4.21062  0.316
H 2.62059 3.00010 2.47466  0.223
H 3.92295 2.25767 3.40476  0.458
H 2.32087 0.12403 4.99283  0.246
H 3.81207 -0.13375 4.06894  0.523
H 2.37888 -1.10794 3.71280  0.211
H -1.78701 4.75802 -1.75908  0.395
H -4.30112 2.43768 0.21821  -0.261
H -4.33546 4.24459 -2.23896  0.365
H -5.75558 3.55447 -1.43386  0.413
H -4.60337 2.50462 -2.27719  0.361
H -3.64179 5.39689 -0.09637  0.287
H -3.40454 4.46329 1.37869  0.169
H -5.04247 4.72112 0.75026  0.439
H 1.60148 2.67869 -2.05627  -1.472
H 0.29262 5.25495 -3.07595  0.337
H 0.31579 3.73876 -3.98445  0.364
H 1.83384 4.57076 -3.60744  0.407
H 0.96345 5.25931 -0.57001  0.347
H 2.57085 4.83463 -1.20930  0.430
H 1.84368 3.84578 0.05192  0.158
O 4.14619 2.51010 -2.56106  -0.827
S 3.80022 1.53858 -1.53311  2.103
O 2.66370 0.70915 -1.92075  -0.391
O 3.66092 2.09176 -0.19432  -0.664
C 5.28246 0.49821 -1.41085  -0.140
C 6.46005 1.17656 -1.71727  -0.891
C 7.69770 0.57084 -1.57287  -0.624
C 7.77483 -0.73412 -1.11528  -0.541
C 6.61090 -1.42142 -0.81155  -0.608
C 5.36320 -0.82431 -0.95480  -0.647
S 3.93735 -1.84355 -0.53450  1.686
O 3.28997 -2.12806 -1.79951  -0.739
O 4.48456 -3.01816 0.12538  -0.816
O 3.16230 -0.98993 0.36429  -0.995
H 6.37710 2.19170 -2.07876  0.511
H 8.60014 1.12172 -1.81360  0.357
H 8.73805 -1.21743 -0.99518  0.355
H 6.63332 -2.44035 -0.45018  0.538
C -0.24844 -4.67040 4.98646  -1.048
N 0.56100 -3.73649 4.23465  -0.222
C 0.03961 -2.75819 3.41080  -0.027
N -1.27807 -2.40480 3.67277  -0.113
O 0.67449 -2.26570 2.51093  0.016
H 0.23465 -5.64735 4.99273  0.362
H -1.23322 -4.78239 4.53021  0.312
H -0.38423 -4.35867 6.02769  0.284
H 1.46270 -4.04346 3.90884  0.348
H -1.51519 -2.30433 4.64812  0.323
H -1.51641 -1.58592 3.12453  -0.421
C 0.00170 0.61429 -4.12283  -1.569
P 0.40552 -0.89730 -3.14267  2.314
C -1.15152 -1.81667 -3.52492  -1.511
C 1.54506 -1.66485 -4.36986  0.566
C 1.32328 -2.91067 -4.94859  -0.843
C 2.23602 -3.45896 -5.84361  -0.640
C 3.38960 -2.76671 -6.17355  -0.538
C 3.63230 -1.52966 -5.58603  -0.672
C 2.72700 -0.99002 -4.68893  -0.252
H 0.87700 1.26013 -4.16740  0.287
H -0.79377 1.15388 -3.60782  0.357
H -0.31268 0.35450 -5.13727  0.575
H -1.36818 -1.83619 -4.59665  0.581
H -1.95816 -1.30507 -2.99511  0.187
H -1.11663 -2.83742 -3.14274  0.161
H 0.43621 -3.47692 -4.69343  0.198
H 2.04441 -4.43498 -6.27588  0.360
H 4.10374 -3.19284 -6.86888  0.332
H 4.54578 -0.99145 -5.80954  0.405
H 2.95191 -0.05387 -4.19212  -0.067

The following is a quantum chemistry calculation of a molecular structure, C43H67BrGeNOPSV, from the Open Molecules 2025 dataset.

As for the multiplicity: 4. The HOMO-LUMO gap (spin up / spin down) is 7.0 / 6.4 eV. The LUMO energy (spin up / spin down) is -6.39 / -6.97 eV. Its relative energy (zero: lowest compared OMol25 entry of this formula, charge and spin) is 5.5 kcal/mol. For the HOMO energy (spin up / spin down), the calculation gives -13.372 / -13.396 eV. Its net charge is +2.

Last column: Mulliken charge in e.
Atoms and positions in Å:
V 13.41095 15.60736 8.88848  0.392
C 20.28055 17.19409 6.40582  -2.127
C 19.28903 18.14777 5.69887  2.129
C 19.13118 17.74881 4.23802  -1.439
C 19.88128 19.56812 5.75245  -1.632
C 17.92815 18.04549 6.39274  -0.282
C 17.73737 17.10759 7.43418  -0.406
C 16.42369 16.86408 7.82465  -0.071
Br 16.16444 15.46475 9.13313  -0.041
C 15.26533 17.43967 7.30814  -0.360
O 14.02832 16.95695 7.65157  0.073
C 15.45093 18.44745 6.32198  -0.385
C 16.77134 18.67032 5.87207  -0.934
C 14.20103 19.22660 5.75722  2.096
C 13.08101 18.25718 5.21449  -0.390
C 14.62142 20.08251 4.59482  -2.054
C 13.51870 20.15058 6.86376  -1.335
H 21.29146 17.42906 6.07950  0.447
H 20.11438 16.10338 6.31397  0.269
H 20.29360 17.38434 7.47141  0.528
H 20.13863 17.66779 3.77722  0.434
H 18.45935 18.45190 3.78890  0.450
H 18.63333 16.76806 4.06156  0.168
H 20.68861 19.55168 5.03425  0.475
H 20.19404 19.71711 6.76799  0.458
H 19.17066 20.36285 5.51105  0.248
H 18.51661 16.55074 7.93982  0.568
H 16.88124 19.35477 5.11917  0.997
H 13.52174 17.57303 4.48502  0.255
H 12.22502 18.79905 4.73458  0.483
H 12.68519 17.61824 6.01384  -0.616
H 15.23962 19.50370 3.82726  0.357
H 15.34462 20.87412 4.99894  0.462
H 13.78695 20.64626 4.18998  0.411
H 13.90797 21.16881 6.77365  0.421
H 13.71567 19.71845 7.84396  0.174
H 12.45571 20.21545 6.67886  0.374
S 8.90761 15.92133 7.81815  -0.275
C 10.44796 15.34544 8.10786  -0.598
N 11.30975 16.18087 8.59129  1.698
C 10.71455 17.43392 8.76880  -0.800
C 11.38351 18.55840 9.23637  -0.543
C 10.65921 19.69456 9.41600  -1.194
C 9.29406 19.75637 9.13532  -0.736
C 8.61631 18.62781 8.66175  -0.535
C 9.35516 17.46972 8.42378  1.007
H 10.68092 14.30653 8.01518  0.024
H 12.39322 18.51272 9.50039  0.700
H 11.21010 20.60603 9.68515  0.427
H 8.80219 20.70948 9.19686  0.462
H 7.57809 18.81207 8.45206  0.448
C 17.57791 11.99001 4.98723  -1.461
C 16.66178 13.05161 5.61481  0.717
C 15.69806 13.71606 4.66348  -1.301
C 15.11694 15.05546 5.18580  0.565
Ge 13.48508 14.75437 6.11750  0.327
C 12.93877 13.01584 6.91089  0.904
C 11.82356 12.46689 6.03194  -0.746
C 11.44841 11.02099 6.30685  -0.809
C 12.53264 9.96465 6.47573  -1.133
H 18.49962 11.78897 5.56746  0.370
H 17.89399 12.24888 4.02620  0.401
H 17.06053 11.02389 4.90710  0.338
H 17.28520 13.83903 6.08843  0.009
H 16.06811 12.65600 6.43697  -0.165
H 14.89895 13.00906 4.32866  0.301
H 16.22779 13.97737 3.76458  0.620
H 14.87868 15.77144 4.40967  0.451
H 15.83423 15.60327 5.81546  -0.522
H 12.21826 15.56240 5.67898  0.082
H 12.60965 13.17156 7.96864  -0.810
H 13.83437 12.37496 6.92255  0.557
H 12.10344 12.37688 5.02197  0.536
H 10.90100 13.09578 6.11872  0.267
H 10.79340 10.67289 5.52447  0.482
H 10.70315 11.01669 7.14492  0.309
H 13.23159 9.91350 5.64172  0.315
H 12.07921 8.95988 6.59164  0.391
H 13.23785 10.18438 7.30687  0.172
C 11.63228 12.92104 13.17894  -1.737
C 11.64289 13.83628 11.92341  1.890
C 10.52849 14.94605 12.05337  -1.357
C 11.36619 12.95160 10.68571  -2.124
P 13.22951 14.71304 11.39622  0.552
C 14.51504 13.42435 11.58363  0.569
C 14.84592 12.67654 10.44733  -0.498
C 15.67162 11.53761 10.43604  -0.777
C 16.17170 11.12579 11.67844  -0.724
C 15.82686 11.82804 12.82479  -0.811
C 15.09881 12.97482 12.82246  -0.555
C 13.80394 16.18224 12.54206  1.847
C 13.24006 17.45726 11.89153  -1.816
C 13.24036 15.92261 13.97544  -1.248
C 15.32174 16.22292 12.55355  -1.589
H 10.62800 12.49693 13.28979  0.505
H 11.89917 13.49215 14.03977  0.339
H 12.34830 12.11141 13.06381  0.393
H 9.48448 14.46271 12.05367  0.412
H 10.61783 15.76290 11.36048  0.068
H 10.59227 15.36800 13.04961  0.382
H 10.33291 12.51572 10.79870  0.636
H 12.09154 12.08876 10.65377  0.207
H 11.39702 13.49691 9.73825  0.299
H 14.43777 13.02721 9.51703  0.512
H 15.94115 11.00389 9.51736  0.485
H 16.80439 10.25511 11.76257  0.431
H 16.30153 11.53920 13.76054  0.455
H 14.77572 13.49320 13.68637  0.318
H 12.20062 17.36512 11.71162  0.416
H 13.74603 17.57638 10.90516  -0.079
H 13.49760 18.28629 12.49531  0.737
H 12.12917 16.01987 13.99470  0.211
H 13.74544 16.60223 14.65204  0.568
H 13.49400 14.92914 14.31065  0.115
H 15.77481 16.47150 11.57235  0.127
H 15.69372 15.28615 12.88110  0.419
H 15.63313 17.04028 13.18937  0.569